No. 1
Density functional theory data (wB97M-V/def2-TZVPD) for H28O14 as an isolated structure in a non-equilibrium geometry.

Results
M: 252.21 g mol⁻¹
total charge: 0
energy: -1069.8613 a.u.
ΔE to the lowest compared entry with this formula, charge and spin: 213.18 kcal per mole
frontier orbital gap: 9.39 eV
E_HOMO: -0.3545 Eh

Element x y z (Å)
1 O 5.59100 0.31300 1.37400
2 H 5.15900 0.78300 1.95900
3 H 6.40600 0.24600 1.79600
4 O 10.40700 0.22600 0.27800
5 H 10.62600 0.51600 -0.60800
6 H 11.43800 0.20900 0.60500
7 O 8.17300 0.70900 2.90200
8 H 7.43400 0.23300 3.30400
9 H 8.25300 1.59900 3.22200
10 O 7.87300 4.13500 -1.66200
11 H 6.98200 3.51100 -1.45800
12 H 8.21300 4.42700 -0.83500
13 O 10.96700 0.44400 -1.65900
14 H 11.71700 0.68200 -2.08800
15 H 10.40600 0.33000 -2.41800
16 O 9.73000 3.47300 -3.55400
17 H 9.07400 3.06400 -4.01600
18 H 9.25500 3.44900 -2.56200
19 O 11.10700 2.50300 -0.22800
20 H 11.02700 2.15800 -1.32900
21 H 10.54100 3.32000 -0.22600
22 O 6.15000 2.29900 -0.77400
23 H 6.57800 1.74400 0.02500
24 H 5.52500 1.62400 -1.34300
25 O 7.55800 -1.57100 0.69600
26 H 8.13800 -2.33500 0.74800
27 H 8.19800 -0.72700 0.81500
28 O 10.13100 -0.37400 3.59200
29 H 9.44100 -1.10200 3.83200
30 H 9.61700 0.38300 3.42600
31 O 9.80200 4.94200 0.20100
32 H 9.66500 5.10700 1.12600
33 H 10.36900 5.65400 0.03100
34 O 10.35100 4.08100 2.69000
35 H 9.64000 4.15200 3.14600
36 H 10.60800 3.10300 2.65900
37 O 7.08900 4.41100 1.53200
38 H 7.53500 3.67200 1.18500
39 H 6.05900 4.52000 1.80600
40 O 8.61200 2.17200 0.52500
41 H 9.42600 2.23000 -0.07400
42 H 8.90400 1.35700 1.04300

***

No. 2
Density functional theory data (wB97M-V/def2-TZVPD) for C46H66N11O6P as an isolated structure in a non-equilibrium geometry.

Results
M: 900.08 g mol⁻¹
total charge: -2
energy: -3187.1742 a.u.
ΔE to the lowest compared entry with this formula, charge and spin: 0.00 kcal per mole
frontier orbital gap: 7.18 eV
E_HOMO: -0.1174 Eh

Element x y z (Å)
1 C -5.00801 1.17288 3.92442
2 O -5.46570 0.06068 3.17760
3 C -4.95933 -0.12155 1.91420
4 C -3.39011 -0.59794 1.94151
5 N -2.97079 -1.24647 0.76435
6 H -3.05450 -0.94583 -0.15946
7 H -1.81775 -1.03290 0.76936
8 C -3.14376 -2.71615 0.49447
9 C -1.82652 -3.43473 0.03701
10 O -2.14768 -4.73988 -0.16645
11 C -1.22617 -5.42270 -1.01797
12 H -5.28343 2.09062 3.49570
13 H -3.89490 1.18085 4.00370
14 H -5.39846 1.26414 4.98724
15 H -4.98821 0.84640 1.45167
16 H -5.58030 -0.87634 1.44998
17 H -3.10720 -1.14057 2.75367
18 H -2.91726 0.42388 2.05279
19 H -3.94491 -2.56401 -0.30214
20 H -3.37310 -3.18464 1.37383
21 H -0.94048 -3.08307 0.70962
22 H -1.50118 -2.81118 -0.82777
23 H -0.38677 -5.61442 -0.46520
24 H -0.76818 -4.85758 -2.00756
25 H -1.58481 -6.29604 -1.49772
26 P 0.24661 0.03332 -0.00394
27 O 0.22927 1.50286 0.37190
28 O 1.75568 -0.43943 0.10368
29 O -0.38671 -0.15655 -1.28590
30 O -0.62939 -0.70820 0.93730
31 N 0.28820 2.27143 2.87956
32 C 0.75842 3.53940 3.13153
33 C 0.73173 3.62091 4.49615
34 C 0.17005 2.33744 5.08902
35 C -0.05920 1.51695 4.01573
36 H 0.38475 1.75167 1.83803
37 H 1.01922 4.31232 2.20885
38 H 1.08028 4.58850 5.19196
39 H 0.07506 2.00577 6.23802
40 H -0.42727 0.47234 3.93873
41 N 3.35665 0.18549 -1.68412
42 C 4.14275 1.39550 -1.73444
43 C 4.89710 1.41991 -2.74479
44 C 4.55238 0.20166 -3.59169
45 C 3.74468 -0.53351 -2.79337
46 H 2.54894 -0.02209 -0.88638
47 H 4.03884 2.20159 -1.07163
48 H 5.58417 2.23581 -2.86653
49 H 5.03389 -0.09186 -4.46285
50 H 3.06147 -1.49349 -3.04860
51 N 3.74743 0.42992 1.29533
52 C 5.04195 -0.00893 1.05366
53 C 5.89933 0.52994 1.95450
54 C 5.09680 1.46667 2.89498
55 C 3.85024 1.39334 2.36049
56 H 2.75671 -0.14547 0.81563
57 H 5.05535 -0.82129 0.34573
58 H 7.02524 0.44367 2.28204
59 H 5.40362 1.89605 3.86361
60 H 2.87241 1.77151 2.65289
61 N 2.56814 -2.82054 0.21027
62 C 3.80246 -3.16469 -0.31840
63 C 3.92173 -4.49005 -0.17379
64 C 2.60199 -4.88096 0.47933
65 C 1.91809 -3.82121 0.78402
66 H 2.21405 -1.70903 0.30936
67 H 4.38703 -2.45721 -0.97520
68 H 4.77742 -5.05869 -0.37077
69 H 2.31637 -5.87220 0.73639
70 H 1.03889 -3.60443 1.50368
71 N -2.69966 -0.59103 -1.98211
72 C -3.69792 0.24486 -1.72522
73 C -4.78202 -0.31108 -2.43379
74 C -4.25069 -1.59302 -2.91726
75 C -2.91919 -1.77118 -2.61662
76 H -1.75129 -0.43402 -1.76162
77 H -3.78985 1.13863 -1.12385
78 H -5.67169 0.10190 -2.50979
79 H -4.91251 -2.30817 -3.49260
80 H -2.09661 -2.51618 -2.68661
81 N -0.36077 1.56011 -3.10696
82 C 0.85391 2.16749 -3.47915
83 C 0.73149 2.78092 -4.72360
84 C -0.62572 2.47230 -5.11719
85 C -1.23802 1.73850 -4.14013
86 H -0.37722 0.76097 -2.26336
87 H 1.59198 2.08699 -2.71540
88 H 1.51747 3.37131 -5.17488
89 H -1.00732 2.80171 -6.12610
90 H -2.10219 1.38123 -3.72543
91 N 1.09635 3.76565 -0.56459
92 C 0.55085 4.54903 -1.49877
93 C 1.16468 5.79674 -1.44977
94 C 2.29280 5.56175 -0.47328
95 C 2.18455 4.20858 0.00216
96 H 0.86079 2.75995 -0.28558
97 H -0.41013 4.06474 -1.90121
98 H 0.80876 6.54983 -2.11957
99 H 3.21876 6.08049 -0.41283
100 H 2.84732 3.55648 0.47965
101 N -2.00477 2.71997 0.52818
102 C -2.65468 2.96561 1.69205
103 C -3.84086 3.52380 1.19924
104 C -3.91362 3.72361 -0.26224
105 C -2.70292 3.18393 -0.59972
106 H -0.96985 2.33633 0.48497
107 H -2.45086 2.83932 2.73060
108 H -4.63559 3.84784 1.84962
109 H -4.50001 4.22477 -0.91185
110 H -2.13414 3.09892 -1.45568
111 N 0.52235 -1.87246 -2.96381
112 C 0.17314 -1.64574 -4.32695
113 C 0.60304 -2.71487 -5.01843
114 C 1.10760 -3.67202 -4.03169
115 C 1.01445 -3.16155 -2.80626
116 H 0.14014 -1.10148 -2.24481
117 H -0.34000 -0.70660 -4.63472
118 H 0.32395 -2.81785 -6.08255
119 H 1.52245 -4.77940 -4.22390
120 H 1.26040 -3.36736 -1.75538
121 N 0.02960 -2.00677 2.97493
122 C -0.86693 -2.77964 3.68457
123 C -0.21414 -3.09344 4.91678
124 C 1.12979 -2.57366 4.86379
125 C 1.29004 -1.99100 3.63951
126 H -0.27679 -1.22433 2.29205
127 H -1.89871 -2.87126 3.32977
128 H -0.46734 -3.57813 5.89520
129 H 1.83006 -2.59388 5.42678
130 H 2.08399 -1.46572 3.02859

***

No. 3
Density functional theory data (wB97M-V/def2-TZVPD) for C13H41O14Tl as an isolated structure in a non-equilibrium geometry.

Results
M: 625.84 g mol⁻¹
total charge: +2
energy: -1744.8863 a.u.
frontier orbital gap: 2.91 eV
E_HOMO: -0.5421 Eh

Element x y z (Å)
1 Tl -11.64638 -15.35066 -5.34583
2 O -8.89144 -15.56289 -5.52986
3 H -8.55223 -14.77737 -5.98796
4 C -6.37424 -15.69729 -2.32110
5 O -7.65597 -15.24161 -2.85780
6 H -5.64527 -15.98437 -3.08620
7 H -5.89764 -14.92807 -1.71343
8 H -6.53452 -16.56962 -1.67263
9 H -7.84060 -15.80613 -3.66247
10 C -11.88663 -11.90805 -6.56187
11 C -10.41098 -12.33387 -6.56168
12 O -10.22762 -13.28260 -5.49142
13 O -12.55987 -13.08871 -6.94906
14 H -12.01611 -11.06297 -7.24879
15 H -12.19159 -11.60390 -5.55474
16 H -9.73203 -11.49148 -6.42593
17 H -10.24693 -12.70422 -7.58033
18 H -9.73627 -12.77675 -4.78523
19 H -13.42562 -12.86423 -7.31822
20 C -6.96271 -13.82333 -8.31135
21 C -6.31997 -12.52305 -7.88658
22 O -5.98382 -11.79088 -9.03389
23 O -8.29154 -13.65675 -8.91815
24 H -7.03293 -14.53519 -7.48396
25 H -6.33345 -14.24272 -9.10715
26 H -5.43542 -12.81793 -7.32725
27 H -7.00085 -11.96677 -7.24199
28 H -6.73781 -11.22360 -9.23251
29 H -8.13861 -13.10441 -9.70214
30 C -8.72545 -18.98105 -4.62827
31 C -8.14134 -20.17140 -3.87596
32 O -8.78804 -21.36151 -4.30190
33 O -8.11117 -17.77715 -4.15710
34 H -9.80893 -18.90380 -4.42269
35 H -8.45038 -19.07040 -5.68454
36 H -8.19313 -20.07675 -2.79044
37 H -7.06950 -20.16024 -4.12630
38 H -8.17260 -21.84409 -4.86534
39 H -8.31605 -17.11197 -4.85401
40 C -11.62058 -13.00318 -2.54426
41 C -10.94866 -14.22693 -1.81206
42 O -10.29708 -15.00289 -2.80335
43 O -12.64278 -13.45130 -3.36126
44 H -10.84036 -12.45825 -3.06719
45 H -12.01305 -12.30008 -1.79559
46 H -11.65066 -14.85214 -1.26568
47 H -10.20585 -13.73580 -1.16796
48 H -9.28418 -15.03600 -2.76765
49 H -13.49367 -13.38081 -2.90295
50 C -6.55233 -12.13274 -3.47549
51 C -7.22644 -10.86284 -3.87905
52 O -8.61842 -11.05397 -3.96688
53 O -6.77602 -13.10401 -4.43963
54 H -6.93335 -12.40342 -2.47115
55 H -5.49798 -12.00132 -3.22045
56 H -6.83519 -10.62287 -4.87577
57 H -6.93681 -10.04207 -3.22390
58 H -9.09613 -10.25397 -3.73029
59 H -7.26999 -13.86519 -4.06680
60 C -12.46392 -16.08008 -9.00331
61 C -11.19720 -15.28129 -9.22296
62 O -10.39730 -15.28822 -8.03579
63 O -13.14554 -15.85409 -7.77732
64 H -12.26840 -17.14777 -9.11384
65 H -13.15558 -15.84389 -9.81896
66 H -11.45718 -14.24843 -9.48961
67 H -10.64085 -15.75502 -10.03498
68 H -9.53270 -14.87954 -8.29804
69 H -13.93979 -15.33169 -7.90683

***

The lowest E_HOMO belongs to which entry?
C13H41O14Tl

***

What is the total charge in the third record?
+2

***

Number 2 is which compound?
C46H66N11O6P

***

Repeat the first record exactly.
Density functional theory data (wB97M-V/def2-TZVPD) for H28O14 as an isolated structure in a non-equilibrium geometry.

Results
M: 252.21 g mol⁻¹
total charge: 0
energy: -1069.8613 a.u.
ΔE to the lowest compared entry with this formula, charge and spin: 213.18 kcal per mole
frontier orbital gap: 9.39 eV
E_HOMO: -0.3545 Eh

Element x y z (Å)
1 O 5.59100 0.31300 1.37400
2 H 5.15900 0.78300 1.95900
3 H 6.40600 0.24600 1.79600
4 O 10.40700 0.22600 0.27800
5 H 10.62600 0.51600 -0.60800
6 H 11.43800 0.20900 0.60500
7 O 8.17300 0.70900 2.90200
8 H 7.43400 0.23300 3.30400
9 H 8.25300 1.59900 3.22200
10 O 7.87300 4.13500 -1.66200
11 H 6.98200 3.51100 -1.45800
12 H 8.21300 4.42700 -0.83500
13 O 10.96700 0.44400 -1.65900
14 H 11.71700 0.68200 -2.08800
15 H 10.40600 0.33000 -2.41800
16 O 9.73000 3.47300 -3.55400
17 H 9.07400 3.06400 -4.01600
18 H 9.25500 3.44900 -2.56200
19 O 11.10700 2.50300 -0.22800
20 H 11.02700 2.15800 -1.32900
21 H 10.54100 3.32000 -0.22600
22 O 6.15000 2.29900 -0.77400
23 H 6.57800 1.74400 0.02500
24 H 5.52500 1.62400 -1.34300
25 O 7.55800 -1.57100 0.69600
26 H 8.13800 -2.33500 0.74800
27 H 8.19800 -0.72700 0.81500
28 O 10.13100 -0.37400 3.59200
29 H 9.44100 -1.10200 3.83200
30 H 9.61700 0.38300 3.42600
31 O 9.80200 4.94200 0.20100
32 H 9.66500 5.10700 1.12600
33 H 10.36900 5.65400 0.03100
34 O 10.35100 4.08100 2.69000
35 H 9.64000 4.15200 3.14600
36 H 10.60800 3.10300 2.65900
37 O 7.08900 4.41100 1.53200
38 H 7.53500 3.67200 1.18500
39 H 6.05900 4.52000 1.80600
40 O 8.61200 2.17200 0.52500
41 H 9.42600 2.23000 -0.07400
42 H 8.90400 1.35700 1.04300